Here is a molecular structure, C38H53BrMgNPS3Si in a non-equilibrium geometry from the Open Molecules 2025 dataset. Energies are from ωB97M-V with the def2-TZVPD basis set.

Results
Frontier orbital gap ... 3.7 eV
Charge ... -2
HOMO energy ... -0.16 eV
Electronic energy ... -166919.2203 eV
ΔE to the lowest compared entry with this formula, charge and spin ... 48.1 kcal per mole
LUMO level ... 3.573 eV

Each line ends with the Löwdin charge.
Positions of all 99 atoms, in Å:
Mg: 0.791 1.421 1.823  0.0664
C: 2.480 -1.932 4.335  -0.1840
C: 2.103 -0.679 3.553  -0.8761
S: 1.066 -0.896 2.219  0.5081
C: 2.754 0.514 3.987  -0.8700
C: 3.525 0.471 5.331  -0.1804
S: 2.789 1.951 3.101  0.4847
H: 2.400 -2.865 3.833  0.0266
H: 1.836 -1.921 5.266  0.0740
H: 3.547 -1.779 4.658  0.0557
H: 4.499 -0.019 5.240  0.0522
H: 2.892 -0.035 6.084  0.0575
H: 3.699 1.497 5.675  0.0385
C: -1.664 0.664 4.440  -0.0701
C: -2.538 1.895 4.413  -0.2572
C: -3.750 1.695 5.091  -0.0897
C: -4.695 2.664 5.185  -0.1252
C: -4.488 3.888 4.549  -0.1082
C: -3.336 4.099 3.815  -0.1025
C: -2.365 3.097 3.730  -0.2817
P: -0.866 3.425 2.710  1.0814
C: -0.213 5.031 3.291  -0.2797
C: -0.552 5.633 4.513  -0.1234
C: 0.037 6.755 4.981  -0.1084
C: 1.016 7.410 4.159  -0.0839
C: 1.310 6.850 2.936  -0.0790
C: 0.726 5.698 2.440  -0.2699
C: 1.128 5.348 1.055  -0.0502
C: -1.604 3.772 1.131  -0.3655
C: -1.835 5.065 0.725  -0.1552
C: -2.287 5.266 -0.595  -0.1449
C: -2.457 4.230 -1.498  -0.1364
C: -2.257 2.920 -1.081  -0.0843
C: -1.802 2.663 0.249  -0.3151
C: -1.348 1.374 0.771  -0.2154
H: -1.581 0.216 5.461  0.0897
H: -0.659 0.748 4.004  0.0257
H: -2.109 -0.169 3.815  0.1016
H: -3.996 0.649 5.313  0.1135
H: -5.708 2.439 5.591  0.1034
H: -5.357 4.597 4.579  0.1051
H: -3.190 5.039 3.291  0.1043
H: -1.329 5.170 5.134  0.0995
H: -0.113 7.171 6.018  0.1055
H: 1.512 8.245 4.525  0.0610
H: 2.165 7.182 2.365  0.0996
H: 2.105 5.811 0.871  0.0793
H: 0.423 5.668 0.264  0.0872
H: 1.192 4.255 0.869  0.0604
H: -1.739 5.917 1.391  0.1004
H: -2.337 6.355 -0.940  0.1002
H: -2.782 4.409 -2.558  0.1030
H: -2.357 2.049 -1.746  0.0970
H: -1.034 0.606 0.047  0.0236
H: -1.967 1.024 1.638  0.0274
C: -0.254 -2.731 -6.199  -0.0973
C: -0.685 -3.883 -5.234  -0.6315
C: -0.508 -5.190 -5.978  -0.1243
C: -2.140 -3.630 -4.855  -0.1386
Si: 0.456 -3.811 -3.609  0.5575
Br: -0.294 -1.990 -2.373  0.5095
C: 2.271 -3.205 -3.912  -0.6602
C: 2.995 -4.279 -4.725  -0.1026
C: 2.991 -2.964 -2.582  -0.1205
C: 2.376 -1.843 -4.600  -0.1249
C: 0.171 -5.243 -2.324  -0.6338
C: -1.329 -5.468 -2.231  -0.1215
C: 0.787 -6.526 -2.899  -0.0988
C: 0.791 -4.872 -0.978  -0.1110
H: -1.080 -2.537 -6.897  0.0776
H: 0.617 -3.038 -6.773  0.0625
H: -0.016 -1.817 -5.633  0.0709
H: -1.410 -5.356 -6.646  0.0911
H: -0.521 -6.083 -5.309  0.0489
H: 0.390 -5.299 -6.674  0.0902
H: -2.674 -3.350 -5.835  0.0960
H: -2.153 -2.785 -4.165  0.0196
H: -2.714 -4.514 -4.455  0.0812
H: 3.105 -5.191 -4.077  0.0689
H: 4.038 -3.993 -4.985  0.0895
H: 2.444 -4.574 -5.640  0.0669
H: 2.979 -3.908 -2.013  0.0541
H: 2.589 -2.168 -1.918  0.0880
H: 4.045 -2.688 -2.770  0.0892
H: 2.182 -2.048 -5.646  0.0523
H: 3.362 -1.370 -4.470  0.0927
H: 1.687 -1.118 -4.173  0.0413
H: -1.804 -6.026 -3.037  0.0726
H: -1.895 -4.544 -2.072  0.0662
H: -1.512 -5.986 -1.297  0.0755
H: 0.306 -6.803 -3.853  0.0550
H: 0.557 -7.342 -2.238  0.0739
H: 1.866 -6.462 -3.046  0.0624
H: 0.579 -3.851 -0.655  0.0379
H: 1.847 -4.977 -0.970  0.0477
H: 0.342 -5.464 -0.153  0.0944
S: 0.753 2.277 -2.782  0.4289
C: 1.270 2.066 -1.273  -0.9595
N: 1.509 2.032 -0.086  -0.0138